C7H11FN2O | ωB97M-V/def2-TZVPD

Summary:
Relative energy (zero: lowest compared OMol25 entry of this formula, charge and spin) in kcal/mol: 41.9
Orbital gap (spin up / spin down) in hartree: 0.262 / 0.262
HOMO (spin up / spin down) in eV: -8.07 / -8.08
Maximum force in eV/A: 2.1
LUMO level (spin up / spin down) in eV: -0.935 / -0.935

Each line ends with the natural charge from an NBO analysis.
Element x y z (Å)
C  -0.990912  -2.079482  0.188443  -0.236
C  -1.205859  -1.344633  -1.028839  -0.119
C  0.066921  -1.836438  0.965932  -0.142
C  -0.339409  -0.382645  -1.426932  -0.271
C  1.051795  -0.759924  0.657890  0.092
C  0.696185  0.050685  -0.564443  0.394
C  -1.807036  1.431048  0.538737  -0.224
N  2.395256  1.696485  -0.086727  -0.645
N  1.579909  0.981147  -0.975710  -0.377
O  -0.494266  1.385230  0.842115  -0.776
F  2.322056  -1.341085  0.469937  -0.372
H  -1.698221  -2.854106  0.439135  0.223
H  -2.035159  -1.628245  -1.658739  0.224
H  0.282862  -2.420388  1.847876  0.221
H  -0.476533  0.141176  -2.360710  0.221
H  1.169702  -0.098533  1.527576  0.232
H  -2.367265  1.855577  1.387607  0.166
H  -2.234797  0.418795  0.363741  0.133
H  -2.022649  2.045383  -0.356297  0.124
H  1.794516  2.147262  0.605943  0.380
H  3.012682  1.046376  0.393629  0.362
H  1.300213  1.546313  -1.770165  0.387

Atoms 1-6, force components in eV/Å:
C 0.2 -0.1 0.5
C 0.6 0.5 -0.5
C -0.1 0.1 -0.1
C -0.7 -0.3 -0.3
C 0.0 0.3 0.6
C 0.0 1.4 1.3

C30H45NO3P2RhS | ωB97M-V/def2-TZVPD

Summary:
Relative energy (zero: lowest compared OMol25 entry of this formula, charge and spin) in kcal/mol: 0.0
Total charge: +1
Orbital gap (spin up / spin down) in hartree: 0.261 / 0.203
Multiplicity: 5
HOMO (spin up / spin down) in eV: -9.22 / -10.78
Maximum force in eV/A: 6.2
LUMO level (spin up / spin down) in eV: -2.129 / -5.247

Each line ends with the Löwdin spin population.
Element x y z (Å)
Rh  0.991388  -1.039079  -0.381572  1.505
C  -0.565795  -1.347310  1.797395  0.344
C  -0.325612  -2.352507  0.746109  0.207
C  1.339364  -2.520306  2.375168  0.212
C  0.477474  -1.442497  2.739121  0.256
C  0.847266  -3.127763  1.205976  0.307
C  -1.827295  -0.602782  1.961373  0.056
H  -2.334289  -0.444030  1.001541  0.004
H  -1.628032  0.381760  2.398967  0.008
H  -2.534018  -1.133753  2.622503  0.023
C  0.565160  -0.662727  3.996326  0.035
H  0.296659  0.386855  3.809406  0.006
H  1.580177  -0.698209  4.412171  0.001
H  -0.125674  -1.055016  4.761437  0.015
C  2.531117  -2.959725  3.132031  0.024
H  2.728423  -4.025940  2.974378  0.001
H  2.403991  -2.767355  4.203932  0.003
H  3.421218  -2.397885  2.800525  0.011
C  1.242114  -4.464473  0.711315  0.045
H  1.313927  -5.163708  1.555715  0.009
H  2.224939  -4.463347  0.221818  0.018
H  0.505225  -4.872979  0.013275  0.000
C  -1.407427  -2.922528  -0.100417  0.045
H  -1.966417  -3.707424  0.430545  0.013
H  -0.989573  -3.364620  -1.010687  0.007
H  -2.126598  -2.146911  -0.381516  0.002
C  -4.789987  3.752930  -1.018072  0.000
C  -5.844895  3.280693  -1.688946  0.000
C  -5.899981  2.363992  -2.866725  0.000
C  -4.550337  1.822295  -3.403349  0.000
C  -3.920780  0.750608  -2.567260  0.001
C  -3.629694  0.795177  -1.254211  0.001
C  -3.023631  1.954575  -0.521995  0.001
C  -3.341913  3.341352  -1.123229  0.000
H  -6.405094  2.887158  -3.694892  0.000
H  -3.872383  2.656613  -3.605922  0.000
H  -6.545502  1.503614  -2.633471  0.000
H  -2.961688  3.367977  -2.152486  0.000
H  -4.948997  4.552162  -0.277909  0.000
H  -6.836450  3.629848  -1.385205  0.000
H  -2.764724  4.084753  -0.549617  0.000
H  -3.351981  1.902774  0.528914  0.000
H  -3.745101  -0.109142  -0.643151  0.000
H  -1.919017  1.842364  -0.456342  0.001
H  -4.763257  1.363672  -4.380523  0.000
H  -3.777777  -0.200345  -3.109267  0.000
P  0.525365  -0.092838  -2.196633  0.183
C  0.151363  1.657568  -2.353496  0.047
C  -0.622836  -0.830767  -3.409719  0.051
P  2.380778  -1.910319  -1.660724  0.197
C  2.223107  -0.477505  -2.833514  0.035
C  1.792123  -3.375796  -2.576937  0.052
C  4.102795  -2.169136  -1.280677  0.053
H  0.435791  2.218821  -1.456852  0.003
H  -0.935092  1.760105  -2.502740  0.000
H  0.703975  2.093245  -3.202272  0.007
H  -0.781344  -0.131223  -4.250229  0.009
H  -1.586387  -0.970612  -2.898135  0.003
H  -0.273185  -1.786775  -3.817692  0.000
H  4.696820  -1.660525  -2.048062  0.007
H  4.316716  -3.243622  -1.289902  0.002
H  4.313940  -1.744055  -0.288914  0.005
H  2.917437  0.325102  -2.546283  0.000
H  2.295386  -0.725945  -3.898245  0.008
H  2.217700  -4.276435  -2.115394  0.001
H  2.129670  -3.307107  -3.617691  0.009
H  0.698211  -3.457384  -2.542880  0.004
O  3.846860  -0.723399  1.434611  0.011
C  3.158721  0.314146  1.533127  0.011
N  1.996799  0.544330  0.836052  0.107
S  1.257915  2.003728  1.156928  0.016
O  -0.065614  1.819453  1.720296  0.007
O  1.399435  2.963885  0.080826  0.000
C  2.431783  2.397948  2.372272  0.005
C  2.483356  3.595799  3.080134  0.001
C  3.553020  3.781502  3.959871  0.000
C  4.557028  2.802982  4.075301  0.000
C  4.514341  1.638256  3.305602  0.001
C  3.431606  1.445615  2.439777  0.003
H  1.704590  4.339785  2.927856  0.000
H  3.607240  4.697597  4.550231  0.000
H  5.378503  2.971163  4.774358  0.000
H  5.297557  0.883624  3.346573  0.000

Atoms 1-6, force components in eV/Å:
Rh -2.1 0.7 5.8
C -0.6 -1.5 -0.8
C 0.5 0.1 1.4
C -0.4 0.8 0.5
C 1.0 -1.0 0.4
C -1.3 0.5 0.2

CH5NOP2 | ωB97M-V/def2-TZVPD

Summary:
Relative energy (zero: lowest compared OMol25 entry of this formula, charge and spin) in kcal/mol: 0.0
Orbital gap (spin up / spin down) in hartree: 0.292 / 0.199
Multiplicity: 3
HOMO (spin up / spin down) in eV: -7.12 / -8.37
Maximum force in eV/A: 2.9
LUMO level (spin up / spin down) in eV: 0.813 / -2.952

Each line ends with the Löwdin spin population.
Element x y z (Å)
C  -1.975876  0.119099  -0.159993  0.003
N  1.793898  0.214051  -0.117803  0.617
O  -0.599744  0.407887  -0.066080  -0.007
P  3.341528  0.082578  0.101031  0.862
P  0.509094  -0.779798  -0.167625  0.119
H  -2.159625  -0.848004  -0.633613  0.000
H  -2.439168  0.909128  -0.754284  0.000
H  -2.415898  0.111098  0.837750  0.000
H  3.678010  1.318805  -0.540870  0.130
H  0.267782  -1.534844  1.501488  0.276

Atoms 1-6, force components in eV/Å:
C -0.3 -0.1 0.0
N -2.6 -1.0 0.7
O 0.2 0.0 0.1
P 2.5 0.7 0.6
P -0.7 -0.1 0.8
H 0.0 0.0 -0.1

C33H46OP2PtSi | ωB97M-V/def2-TZVPD

Summary:
Relative energy (zero: lowest compared OMol25 entry of this formula, charge and spin) in kcal/mol: 0.0
Orbital gap (spin up / spin down) in hartree: 0.088 / 0.274
Multiplicity: 3
HOMO (spin up / spin down) in eV: -2.54 / -7.63
Maximum force in eV/A: 5.7
LUMO level (spin up / spin down) in eV: -0.141 / -0.175

Each line ends with the Löwdin spin population.
Element x y z (Å)
P  -1.680165  3.553253  2.146971  0.062
P  0.313991  -1.693729  -2.582056  0.034
C  0.301709  1.183092  -1.933790  0.052
C  -0.197218  0.060685  -2.865044  0.031
H  -0.099954  1.014057  -0.920592  0.002
H  1.403088  1.163794  -1.866387  0.003
H  -1.297246  0.056836  -2.819444  0.004
H  0.113879  0.311938  -3.889973  0.013
C  1.930292  -1.958052  -3.294990  0.011
H  2.367525  -2.903459  -2.951804  0.005
H  2.595588  -1.129820  -3.011264  0.000
H  1.847737  -1.980398  -4.391695  0.001
C  -0.891695  -2.852556  -3.188556  0.014
H  -0.418442  -3.513022  -3.929122  0.001
H  -1.705060  -2.301040  -3.681300  0.002
H  -1.309522  -3.467633  -2.380971  0.005
C  -1.404469  4.538176  3.629597  0.021
H  -1.301809  3.870023  4.496387  0.005
H  -2.255285  5.213725  3.795021  0.000
H  -0.486470  5.131686  3.514604  0.002
C  -3.452284  3.299731  1.886853  0.009
H  -3.625524  2.843488  0.901177  0.000
H  -3.978958  4.263672  1.938163  0.000
H  -3.844829  2.631791  2.666243  0.003
Pt  -0.019631  3.289596  -2.341428  0.421
C  -0.768749  5.067289  -2.770235  0.067
C  0.700579  5.097177  -2.702366  0.041
C  1.452480  5.629032  -1.486632  0.003
C  1.556955  4.553607  -0.381632  0.015
C  0.336203  3.586266  -0.395092  0.119
C  -0.872609  4.225564  0.248830  0.066
C  -2.031703  4.674388  -0.601891  0.005
C  -1.639011  5.703261  -1.695266  0.003
C  -0.932727  1.918026  2.345937  0.001
H  -1.196015  5.140637  -3.785648  0.025
H  1.211254  5.232868  -3.671168  0.012
H  1.006643  6.562408  -1.115755  0.001
H  2.469232  5.880677  -1.819103  0.000
H  2.463543  3.957510  -0.551609  0.000
H  1.663272  5.018715  0.605633  0.005
H  0.633453  2.667512  0.135414  0.003
H  -0.528398  5.080919  0.862508  0.006
H  -2.780661  5.151135  0.046980  0.001
H  -2.509349  3.806956  -1.087037  0.001
H  -2.560776  6.053048  -2.178304  0.000
H  -1.160575  6.591106  -1.258074  0.001
H  -1.395784  1.212612  1.637987  0.000
H  -1.108909  1.571455  3.374268  0.000
H  0.150456  1.964661  2.162320  0.001
O  0.411055  -1.831297  -1.010980  0.033
Si  0.615928  -2.978487  0.242567  0.115
C  -0.977014  -3.168478  1.178860  0.015
C  -0.948551  -3.939909  2.353917  0.010
C  -2.106891  -4.110742  3.120552  0.002
C  -3.305586  -3.510653  2.717677  0.000
C  -3.337051  -2.741030  1.548489  0.000
C  -2.177087  -2.564800  0.782421  0.003
C  1.083959  -4.579088  -0.564186  0.130
C  0.178304  -5.651372  -0.568148  0.088
C  0.454518  -6.807182  -1.306259  0.043
C  1.642720  -6.911902  -2.035628  0.161
C  2.569736  -5.866179  -2.000057  0.020
C  2.304143  -4.718509  -1.245865  0.116
C  1.859765  -2.327104  1.444931  0.029
C  1.459569  -1.349987  2.370826  0.038
C  2.346779  -0.903132  3.357754  0.001
C  3.652630  -1.410005  3.404906  0.046
C  4.058933  -2.371079  2.475453  0.006
C  3.162718  -2.841927  1.508606  0.033
H  -0.013768  -4.402121  2.683449  0.004
H  -2.063855  -4.708752  4.031938  0.000
H  -4.207408  -3.637533  3.317312  0.000
H  -4.268406  -2.269347  1.232945  0.000
H  -2.209494  -1.950906  -0.121828  0.001
H  -0.747557  -5.571838  0.007580  0.004
H  -0.269931  -7.622366  -1.310214  0.000
H  1.847578  -7.805516  -2.627929  0.013
H  3.502320  -5.933687  -2.561893  -0.003
H  3.056509  -3.927234  -1.191310  0.007
H  0.438121  -0.956662  2.346714  0.002
H  2.018713  -0.161220  4.085557  -0.001
H  4.348974  -1.053883  4.166218  0.004
H  5.077451  -2.762225  2.499662  -0.001
H  3.478124  -3.626513  0.819299  0.003

Atoms 1-6, force components in eV/Å:
P 0.6 -0.8 -3.0
P 0.4 1.2 2.0
C -0.2 -0.2 0.2
C -0.2 0.1 -0.3
H 0.3 -0.3 -0.2
H -0.2 -0.1 0.1